# C19H30F6GdN4O3PS2

A structure of composition C19H30F6GdN4O3PS2 in a non-equilibrium geometry (ωB97M-V/def2-TZVPD, the Open Molecules 2025 dataset).

## Properties
ΔE to the lowest compared entry with this formula, charge and spin: 0.00 kJ/mol
Multiplicity: 8
Gap between HOMO and LUMO (alpha / beta): 5.9 / 5.9 eV
Molecular weight: 728.820 u

CARTESIAN COORDINATES (ANGSTROEM)
1 Gd -1.083 0.357 0.021
2 C -2.239 5.134 -2.573
3 O -2.361 3.739 -2.884
4 C -1.849 2.847 -2.043
5 S -1.117 3.297 -0.603
6 S -2.097 1.224 -2.515
7 H -2.732 5.644 -3.395
8 H -1.191 5.418 -2.515
9 H -2.727 5.354 -1.626
10 C 3.187 -3.494 2.147
11 N 3.620 -2.165 1.500
12 C 3.951 -2.448 0.024
13 N 2.860 -3.059 -0.636
14 C 2.472 -4.295 0.045
15 N 2.103 -4.078 1.446
16 C 0.869 -3.259 1.558
17 P 0.999 -1.568 0.794
18 C 2.563 -1.100 1.638
19 C 1.723 -2.131 -0.806
20 H 2.925 -3.256 3.177
21 H 4.072 -4.130 2.114
22 H 4.472 -1.845 1.959
23 H 4.822 -3.102 0.045
24 H 4.206 -1.486 -0.418
25 H 3.311 -4.994 0.007
26 H 1.625 -4.730 -0.480
27 H 0.601 -3.165 2.614
28 H 0.052 -3.785 1.070
29 H 2.387 -0.943 2.703
30 H 2.949 -0.181 1.198
31 H 2.040 -1.256 -1.371
32 H 0.926 -2.620 -1.364
33 C -3.532 -1.851 -1.908
34 C -2.457 -2.450 -1.004
35 O -1.326 -1.682 -0.890
36 C -2.058 -3.829 -1.571
37 F -0.957 -4.341 -0.974
38 F -3.034 -4.742 -1.439
39 F -1.763 -3.728 -2.876
40 C -3.050 -2.622 0.418
41 F -3.002 -1.421 1.042
42 F -2.340 -3.473 1.186
43 F -4.320 -3.033 0.437
44 H -3.075 -1.585 -2.858
45 H -3.935 -0.942 -1.460
46 H -4.356 -2.542 -2.081
47 C 1.952 1.759 -0.623
48 O 1.138 0.717 -0.173
49 H 2.972 1.386 -0.824
50 H 2.040 2.563 0.118
51 H 1.588 2.212 -1.550
52 C 0.118 0.700 3.467
53 C -1.310 1.100 3.271
54 C -2.228 1.503 4.209
55 C -3.450 1.750 3.514
56 C -3.209 1.490 2.187
57 C -4.142 1.584 1.017
58 N -1.902 1.092 2.029
59 H 0.507 1.125 4.393
60 H 0.754 1.058 2.649
61 H 0.244 -0.390 3.534
62 H -2.041 1.619 5.267
63 H -4.383 2.095 3.936
64 H -4.939 0.838 1.067
65 H -3.641 1.444 0.054
66 H -4.606 2.569 0.948

***

# C55H43BrN6O2PSe3TeZn

A structure of composition C55H43BrN6O2PSe3TeZn in a non-equilibrium geometry (ωB97M-V/def2-TZVPD, the Open Molecules 2025 dataset).

## Properties
ΔE to the lowest compared entry with this formula, charge and spin: 389.81 kJ/mol
Gap between HOMO and LUMO: 5.0 eV
Molecular weight: 1360.737 u
Net charge: -1

CARTESIAN COORDINATES (ANGSTROEM)
1 Zn 0.813 0.917 -0.166
2 C -3.053 -2.434 -1.634
3 N -1.781 -1.780 -1.927
4 C -1.342 -0.645 -1.348
5 N -0.015 -0.548 -1.534
6 C 0.370 -1.645 -2.240
7 C -0.753 -2.418 -2.491
8 C -0.845 -3.672 -3.270
9 C -0.158 -4.812 -2.846
10 C -0.165 -5.963 -3.641
11 C -0.884 -5.951 -4.829
12 C -1.624 -4.878 -5.240
13 C -1.613 -3.708 -4.439
14 C 1.749 -1.991 -2.720
15 C 2.773 -2.337 -1.839
16 C 4.035 -2.620 -2.354
17 C 4.262 -2.586 -3.727
18 C 3.246 -2.278 -4.593
19 C 2.001 -1.942 -4.085
20 P -2.408 0.438 -0.410
21 C -1.558 0.210 1.180
22 N -0.319 0.626 1.459
23 C -0.092 0.375 2.775
24 C -1.208 -0.250 3.316
25 N -2.119 -0.306 2.289
26 C -3.345 -1.051 2.257
27 C -1.402 -0.780 4.663
28 C -0.436 -1.601 5.190
29 C -0.561 -2.097 6.502
30 C -1.711 -1.744 7.232
31 C -2.737 -1.014 6.645
32 C -2.555 -0.516 5.382
33 C 1.177 0.781 3.442
34 C 2.392 0.367 2.953
35 C 3.582 0.800 3.578
36 C 3.559 1.665 4.665
37 C 2.318 2.061 5.165
38 C 1.132 1.642 4.540
39 C -1.783 2.098 -0.833
40 N -0.467 2.347 -0.975
41 C -0.346 3.603 -1.448
42 C -1.669 4.075 -1.733
43 N -2.558 3.112 -1.275
44 C -3.946 3.050 -1.523
45 C -2.251 5.304 -2.324
46 C -2.173 5.512 -3.721
47 C -2.741 6.640 -4.237
48 C -3.380 7.570 -3.436
49 C -3.438 7.353 -2.091
50 C -2.878 6.229 -1.518
51 C 0.900 4.298 -1.579
52 C 0.933 5.657 -2.035
53 C 2.075 6.345 -2.272
54 C 3.349 5.706 -2.118
55 C 3.462 4.307 -1.666
56 C 2.171 3.506 -1.558
57 H -3.025 -2.878 -0.661
58 H -3.259 -3.211 -2.363
59 H -3.869 -1.682 -1.723
60 H 0.405 -4.738 -1.914
61 H 0.442 -6.841 -3.448
62 H -0.929 -6.858 -5.409
63 H -2.273 -4.947 -6.110
64 H -2.187 -2.865 -4.779
65 H 2.594 -2.347 -0.742
66 H 4.836 -2.968 -1.694
67 H 5.270 -2.791 -4.112
68 H 3.472 -2.202 -5.670
69 H 1.236 -1.562 -4.738
70 H -3.801 -1.024 3.225
71 H -3.149 -2.087 1.937
72 H -3.984 -0.578 1.467
73 H 0.458 -1.913 4.640
74 H 0.265 -2.596 7.022
75 H -1.766 -2.010 8.289
76 H -3.595 -0.762 7.250
77 H -3.309 0.145 4.992
78 H 2.365 -0.345 2.134
79 H 4.541 0.594 3.113
80 H 4.476 2.091 5.041
81 H 2.281 2.786 6.025
82 H 0.197 1.991 4.902
83 H -4.229 3.291 -2.554
84 H -4.407 3.748 -0.824
85 H -4.306 2.041 -1.243
86 H -1.684 4.750 -4.306
87 H -2.750 6.763 -5.322
88 H -3.798 8.475 -3.810
89 H -3.997 8.072 -1.498
90 H -2.989 6.046 -0.455
91 H -0.023 6.101 -2.181
92 H 2.008 7.353 -2.636
93 H 4.186 6.039 -2.705
94 H 4.290 3.683 -1.992
95 H 2.174 2.696 -2.254
96 Se 2.666 2.315 0.210
97 Se 4.013 5.493 -0.165
98 Te 6.504 1.466 0.242
99 Se 4.232 0.619 -0.707
100 Br 4.259 -5.013 3.793
101 C 2.442 -5.020 3.129
102 C 1.651 -6.126 3.367
103 C 0.352 -6.120 2.898
104 C -0.142 -5.009 2.244
105 C 0.686 -3.904 1.970
106 C 1.986 -3.914 2.451
107 C 0.149 -2.732 1.164
108 O -1.087 -2.808 0.894
109 O 0.935 -1.811 0.917
110 H 2.074 -6.923 4.004
111 H -0.318 -6.953 3.032
112 H -1.159 -4.983 1.887
113 H 2.606 -3.059 2.222

***

# C5H11N

The molecule C5H11N in a non-equilibrium geometry (ωB97M-V/def2-TZVPD, the Open Molecules 2025 dataset).

## Properties
ΔE to the lowest compared entry with this formula, charge and spin: 402.95 kJ/mol
Gap between HOMO and LUMO: 9.3 eV
SMILES: C=NCCCC
Molecular weight: 85.150 u

CARTESIAN COORDINATES (ANGSTROEM)
1 C -2.186 -0.830 -1.198
2 N -1.234 -1.095 -0.401
3 C -1.598 -0.073 0.617
4 C -0.060 0.482 0.516
5 C 1.215 -0.357 0.152
6 C 2.493 0.509 0.119
7 H -3.221 -0.925 -0.856
8 H -1.985 -0.498 -2.209
9 H -2.242 -0.453 1.449
10 H -2.116 0.861 0.291
11 H -0.155 1.231 -0.287
12 H 0.104 0.973 1.464
13 H 1.122 -0.839 -0.828
14 H 1.354 -1.171 0.871
15 H 2.438 1.293 -0.649
16 H 3.371 -0.105 -0.128
17 H 2.701 0.997 1.078